The following is a DFT calculation (ωB97M-V/def2-TZVPD) of an isolated molecule of C5H10O2.

Cartesian coordinates (Å):
C 2.48593 -0.75433 -0.11996
C 1.06033 -0.90191 0.37009
O 0.40774 0.35072 0.23594
C -0.99737 0.24597 0.30593
C -1.55479 1.62448 0.62420
C -1.51826 -0.22172 -1.04305
O -2.34698 -1.08462 -1.19758
H 2.98083 0.06452 0.41000
H 3.05198 -1.67532 0.05255
H 2.50280 -0.53172 -1.19097
H 0.52818 -1.67171 -0.20980
H 1.03557 -1.21206 1.42654
H -1.30890 -0.49568 1.05694
H -2.64621 1.59623 0.69723
H -1.13475 1.97306 1.57050
H -1.27351 2.34466 -0.15190
H -1.05732 0.31852 -1.89947

The SMILES is CCO[C@@H](C)C=O. The LUMO energy comes out at 1.0 eV. As for the HOMO energy: -9.622 eV. As for the energy relative to the best compared isomer or geometry (same formula, charge and spin): 37.9 kcal/mol. The total charge is 0.